DFT (wB97M-V/def2-TZVPD) results for a 2-piece molecular cluster, C4H9O3S overall.

```
17
Properties=species:S:1:pos:R:3:forces:R:3:mulliken_charge:R:1
O -2.9307 1.2761 0.8886 1.008 -0.921 -0.999 -0.741
C -2.2873 0.2745 0.4289 -0.607 0.187 2.564 0.390
O -2.6892 -0.6580 -0.2853 0.028 -0.023 -0.685 -0.688
C -0.8159 0.1086 1.0009 -0.269 1.632 -0.057 -0.701
C 0.0813 0.8902 -0.0442 1.022 -3.090 0.912 -0.523
C 1.4775 1.1852 0.5982 -1.182 1.874 -0.955 -0.660
S 2.9733 1.4613 -0.4123 1.365 -0.438 0.478 -0.287
H -0.4635 -0.8539 0.9883 0.367 -2.939 -0.773 0.426
H -0.7158 0.2279 2.1290 -0.199 1.439 -1.312 0.334
H 0.0981 0.2317 -0.9743 0.115 0.910 1.146 0.237
H -0.5244 1.7225 -0.1966 -0.206 2.025 -0.791 0.398
H 1.2851 2.1642 1.0078 0.168 0.216 0.766 0.314
H 1.7398 0.5308 1.3742 0.096 -1.142 0.884 0.400
H 3.9919 1.3465 0.5984 -1.666 0.140 -1.245 0.105
H 0.0851 -3.9618 -2.3308 -0.575 1.270 -0.297 0.305
H -1.0912 -2.8735 -2.1217 2.622 -0.502 -1.387 0.366
O -0.2141 -3.0725 -2.6492 -2.088 -0.638 1.752 -0.675
```
Positions in Å, forces in eV/Å.

The molecular weight is 137.18 Da. The value obtained for the lowest unoccupied orbital energy is 2.91 eV. As for the energy above the lowest of the compared OMol25 structures with the same formula, charge and spin: 191.2 kJ/mol. Its net charge is -1. The value obtained for the total energy is -781.73287 Eh. Its gap between HOMO and LUMO is 7.12 eV. As for the multiplicity: 1.